{"formula": "C37H31F6GeI2N2OPtSb", "method": "wB97M-V/def2-TZVPD", "species": ["Pt", "I", "C", "C", "C", "I", "C", "O", "C", "C", "N", "C", "C", "C", "C", "C", "C", "N", "C", "H", "H", "H", "H", "H", "H", "H", "H", "H", "H", "H", "C", "Ge", "C", "C", "C", "C", "C", "C", "C", "C", "C", "C", "C", "C", "C", "C", "C", "C", "H", "H", "H", "H", "H", "H", "H", "H", "H", "H", "H", "H", "H", "H", "H", "F", "Sb", "F", "F", "F", "F", "F", "C", "C", "C", "C", "C", "C", "C", "H", "H", "H", "H", "H"], "coordinates": [[-0.095, -0.098, -0.798], [5.516, -3.965, -3.744], [4.014, -3.337, -2.446], [4.331, -2.948, -1.154], [3.320, -2.503, -0.310], [3.803, -1.916, 1.623], [1.971, -2.407, -0.715], [1.004, -1.941, 0.046], [1.693, -2.851, -2.025], [0.276, -2.750, -2.495], [-0.097, -1.319, -2.737], [0.734, -0.659, -3.735], [1.852, 0.101, -3.090], [3.015, 0.407, -3.776], [3.988, 1.165, -3.158], [3.793, 1.597, -1.853], [2.619, 1.259, -1.223], [1.662, 0.538, -1.836], [2.700, -3.294, -2.875], [5.354, -2.983, -0.805], [-0.398, -3.119, -1.726], [0.138, -3.342, -3.403], [-1.069, -1.296, -3.045], [0.117, 0.054, -4.288], [1.126, -1.378, -4.456], [3.149, 0.040, -4.786], [4.899, 1.418, -3.688], [4.537, 2.185, -1.332], [2.412, 1.567, -0.207], [2.449, -3.618, -3.882], [1.608, 1.085, 2.644], [-0.216, 0.804, 2.139], [-1.392, 1.724, 3.348], [-0.911, 2.370, 4.490], [-1.783, 3.031, 5.351], [-3.144, 3.051, 5.075], [-3.636, 2.414, 3.939], [-2.765, 1.759, 3.078], [-0.892, -0.949, 1.762], [-1.780, -1.001, 0.705], [-2.406, -2.219, 0.318], [-2.149, -3.351, 1.019], [-1.253, -3.338, 2.129], [-0.989, -4.518, 2.870], [-0.124, -4.505, 3.922], [0.523, -3.300, 4.297], [0.278, -2.151, 3.610], [-0.617, -2.133, 2.505], [1.804, 0.758, 3.666], [1.840, 2.150, 2.557], [2.247, 0.517, 1.969], [0.152, 2.362, 4.716], [-1.401, 3.522, 6.238], [-3.824, 3.567, 5.743], [-4.699, 2.427, 3.725], [-3.162, 1.277, 2.188], [-2.107, -0.090, 0.192], [-3.099, -2.220, -0.515], [-2.636, -4.284, 0.755], [-1.489, -5.436, 2.581], [0.073, -5.415, 4.477], [1.214, -3.298, 5.130], [0.774, -1.233, 3.903], [-2.544, 0.058, -1.813], [-3.389, 0.597, -3.420], [-1.688, 1.240, -3.963], [-2.844, -1.080, -4.080], [-5.003, -0.095, -2.791], [-4.134, 1.083, -5.055], [-3.706, 2.271, -2.642], [-0.319, 1.422, 0.274], [-0.560, 2.735, -0.246], [-0.674, 2.956, -1.635], [-0.897, 4.223, -2.132], [-1.018, 5.285, -1.245], [-0.919, 5.100, 0.135], [-0.692, 3.833, 0.633], [-0.617, 2.116, -2.306], [-0.993, 4.379, -3.198], [-1.203, 6.282, -1.634], [-1.033, 5.938, 0.810], [-0.617, 3.672, 1.704]], "forces_ev_per_angstrom": [[1.2, 0.5, -0.5], [0.1, 0.0, -0.1], [0.1, 0.0, 0.0], [-0.2, 0.1, 0.2], [0.2, 0.0, -0.2], [0.1, 0.0, 0.1], [-0.9, 0.3, 1.0], [1.7, -1.1, -0.7], [0.1, -0.1, -0.6], [0.2, 0.2, -0.1], [-0.6, -1.0, 0.5], [-0.1, 0.1, 0.0], [0.0, 0.0, 0.1], [0.1, 0.0, 0.0], [0.2, 0.0, -0.1], [0.1, 0.0, 0.0], [-0.2, -0.1, 0.0], [-0.6, 0.3, 0.3], [-0.3, 0.0, 0.0], [0.0, 0.0, 0.0], [-0.1, 0.0, 0.1], [0.0, 0.1, -0.1], [0.1, 0.0, 0.0], [0.0, 0.0, 0.1], [0.1, 0.0, 0.0], [0.0, 0.0, 0.1], [0.0, 0.0, 0.0], [-0.1, -0.1, 0.0], [0.0, 0.0, 0.0], [0.0, 0.0, 0.1], [0.5, 0.0, 0.0], [-0.3, 0.5, 0.1], [-0.4, 0.3, 0.4], [-0.1, 0.0, -0.1], [0.0, -0.1, -0.1], [0.0, 0.0, -0.1], [0.1, 0.0, 0.0], [0.1, 0.1, 0.2], [-0.2, -0.5, 0.2], [0.2, -0.1, -0.5], [0.0, -0.1, -0.1], [0.0, 0.0, 0.1], [0.0, -0.1, 0.0], [-0.2, 0.1, -0.3], [0.2, 0.2, 0.2], [-0.1, -0.3, 0.0], [-0.2, 0.2, -0.2], [0.1, 0.0, 0.0], [0.0, 0.0, 0.0], [0.0, -0.1, 0.1], [0.1, 0.0, 0.1], [-0.1, 0.0, 0.0], [0.0, 0.0, -0.1], [0.0, 0.0, 0.0], [0.1, 0.0, 0.0], [0.0, 0.0, 0.1], [-0.3, 0.0, 0.2], [0.1, 0.0, 0.0], [0.1, 0.0, 0.0], [0.0, 0.0, 0.0], [0.0, 0.0, 0.0], [0.0, 0.0, 0.0], [0.0, 0.0, 0.0], [-0.2, -0.1, 0.4], [-0.3, 0.3, -0.2], [0.4, 0.2, -0.3], [0.1, -0.6, -0.2], [-0.3, -0.2, 0.1], [-0.1, 0.1, -0.3], [-0.1, 0.3, 0.1], [-0.3, 0.4, -0.3], [0.5, 0.0, 0.1], [0.0, 0.1, 0.1], [0.0, 0.0, 0.2], [0.0, 0.2, 0.1], [0.0, -0.1, -0.1], [0.0, 0.0, 0.0], [0.0, -0.1, -0.1], [0.0, 0.0, 0.0], [0.0, -0.1, 0.0], [0.0, 0.0, 0.0], [0.0, 0.0, -0.1]], "lowdin_charge": [1.2130, 0.8334, -0.7682, -0.2384, -0.6365, 0.9705, -0.4660, -0.2343, -0.1799, -0.1216, -0.1249, -0.1303, -0.2233, 0.0093, -0.0283, -0.0310, -0.0834, 0.0083, -0.1329, 0.0763, 0.1153, 0.1283, 0.0694, 0.1220, 0.1338, 0.1298, 0.1187, 0.1162, 0.1049, 0.0998, -0.2103, 0.8967, -0.2929, -0.1076, -0.0851, -0.0844, -0.0755, -0.0932, -0.2296, -0.2231, -0.0567, -0.0125, -0.1428, -0.0255, -0.0636, -0.0680, -0.0403, -0.1607, 0.0289, 0.0387, -0.0630, 0.0937, 0.1028, 0.1032, 0.1063, 0.1041, 0.0685, 0.1160, 0.1189, 0.1146, 0.1061, 0.1061, 0.0889, -0.3865, 1.3422, -0.3582, -0.3513, -0.3431, -0.3398, -0.3425, -0.2733, -0.2719, -0.0347, -0.0437, -0.0416, -0.0552, -0.0148, 0.0651, 0.1187, 0.1124, 0.1089, 0.1009], "molar_mass_g_mol": 1276.91, "lumo_energy_ev": [-1.938, -1.937], "e_homo_ev": [-7.24, -7.24], "orbital_gap_ev": [5.3, 5.3], "relative_energy_kcal_mol": 22.6}